[1]
Entry from the Open Molecules 2025 dataset: a structure of composition C22H21N6Pb at a distorted geometry (ωB97M-V/def2-TZVPD).

Output
Charge = +1
E_HOMO (spin up / spin down) = -10.922 / -10.923 eV
HOMO-LUMO gap (spin up / spin down) = 5.4 / 5.7 eV

Each line ends with the Löwdin charge.
Positions of all 50 atoms, in Å:
Pb: -0.29 -0.96 -1.33  1.352
C: -4.87 -1.62 -1.91  -0.052
C: -5.50 -1.34 -0.70  -0.039
C: -4.74 -1.02 0.39  0.011
C: -3.34 -0.98 0.29  -0.323
N: -2.74 -1.21 -0.89  -0.049
C: -3.50 -1.53 -1.95  -0.172
N: -2.67 -0.73 1.46  0.170
C: -1.41 -0.72 1.73  -0.283
N: -0.29 -0.80 0.92  -0.024
C: 0.84 -0.72 1.72  -0.284
N: 2.09 -0.73 1.42  0.169
C: 2.74 -1.01 0.26  -0.331
C: 4.15 -0.98 0.31  0.010
C: 4.89 -1.35 -0.79  -0.039
C: 4.22 -1.75 -1.95  -0.053
C: 2.85 -1.71 -1.95  -0.182
N: 2.12 -1.34 -0.89  -0.052
C: 0.42 -0.58 3.12  -0.106
C: 1.14 -0.47 4.29  0.003
C: 0.43 -0.35 5.48  -0.055
C: -0.96 -0.35 5.49  -0.053
C: -1.68 -0.46 4.30  0.004
C: -0.97 -0.57 3.13  -0.106
H: -5.42 -1.90 -2.80  0.112
H: -6.58 -1.39 -0.63  0.118
H: -5.18 -0.80 1.36  0.119
H: -2.96 -1.71 -2.88  0.095
H: 4.61 -0.68 1.23  0.119
H: 5.97 -1.35 -0.76  0.118
H: 4.76 -2.08 -2.83  0.112
H: 2.29 -1.97 -2.85  0.098
H: 2.23 -0.48 4.27  0.118
H: 0.97 -0.26 6.41  0.110
H: -1.49 -0.25 6.43  0.110
H: -2.77 -0.46 4.30  0.118
C: 0.16 3.61 -1.47  -0.012
C: 0.59 2.28 -2.15  -0.725
C: 0.08 2.27 -3.63  -0.016
C: 2.14 2.16 -2.15  -0.015
N: 0.02 1.23 -1.48  0.098
H: 0.58 4.44 -2.03  0.097
H: 0.54 3.65 -0.45  0.090
H: -0.92 3.70 -1.46  0.089
H: 0.55 3.09 -4.16  0.097
H: -1.00 2.40 -3.65  0.090
H: 0.35 1.33 -4.11  0.082
H: 2.55 2.98 -2.74  0.097
H: 2.45 1.21 -2.57  0.074
H: 2.52 2.23 -1.13  0.091

---

[2]
Entry from the Open Molecules 2025 dataset: a structure of composition C39H66Cl2CoGe2N2O6S3Si (ωB97M-V/def2-TZVPD).

Output
Spin multiplicity = 4
Charge = 0
E_HOMO (spin up / spin down) = -7.823 / -7.839 eV
HOMO-LUMO gap (spin up / spin down) = 7.9 / 7.2 eV

Each line ends with the Löwdin charge.
Positions of all 122 atoms, in Å:
Co: 0.28 0.16 0.22  0.228
O: -1.51 -2.99 -2.42  0.033
C: -2.68 -3.10 -1.77  -0.271
C: -3.63 -3.95 -2.34  -0.011
C: -4.87 -4.11 -1.73  -0.083
C: -5.17 -3.45 -0.55  -0.093
C: -4.22 -2.62 0.03  -0.029
C: -2.97 -2.43 -0.57  -0.107
C: -1.98 -1.52 0.06  -0.504
O: -0.91 -1.22 -0.63  -0.237
N: -2.24 -1.06 1.25  0.038
N: -1.21 -0.20 1.69  -0.126
C: -1.19 -0.15 2.96  -0.892
S: -2.38 -0.97 3.95  0.965
C: -1.63 -0.45 5.52  -0.521
C: -0.95 0.89 5.33  -0.492
S: 0.04 0.74 3.82  0.953
H: -0.95 -2.37 -1.91  0.062
H: -3.38 -4.46 -3.26  0.118
H: -5.60 -4.76 -2.19  0.102
H: -6.14 -3.57 -0.08  0.096
H: -4.43 -2.10 0.95  0.108
H: -0.92 -1.21 5.85  0.063
H: -2.44 -0.38 6.26  0.079
H: -0.27 1.13 6.14  0.082
H: -1.68 1.69 5.21  0.081
C: 2.63 -1.90 -2.14  -0.193
C: 2.04 -0.70 -2.89  -0.341
Ge: 1.33 0.85 -1.92  0.837
C: 2.76 2.20 -1.64  -0.339
C: 3.77 2.06 -0.50  -0.180
C: 0.45 1.88 -3.32  -0.254
C: -0.58 2.63 -2.94  -0.347
Ge: -1.32 1.84 -1.32  1.000
C: -2.75 0.65 -1.90  -0.326
C: -3.74 1.22 -2.92  -0.144
C: -1.92 2.92 0.19  -0.353
C: -3.23 3.68 -0.04  -0.156
C: -1.14 3.78 -3.71  -0.221
C: -2.42 4.27 -3.47  -0.062
C: -2.93 5.34 -4.19  -0.075
C: -2.17 5.94 -5.18  -0.094
C: -0.88 5.47 -5.43  -0.083
C: -0.38 4.41 -4.70  -0.039
H: 2.92 -2.69 -2.85  0.069
H: 1.92 -2.33 -1.44  0.022
H: 3.51 -1.62 -1.56  0.035
H: 1.20 -1.03 -3.50  0.063
H: 2.78 -0.25 -3.55  0.067
H: 2.25 3.16 -1.62  0.063
H: 3.29 2.15 -2.60  0.067
H: 3.40 2.45 0.45  0.040
H: 4.69 2.61 -0.72  0.078
H: 4.03 1.02 -0.31  0.020
H: 0.92 2.01 -4.31  0.073
H: -3.27 0.30 -1.01  0.066
H: -2.25 -0.22 -2.34  0.059
H: -4.34 2.03 -2.52  0.053
H: -4.43 0.43 -3.23  0.075
H: -3.23 1.58 -3.82  0.067
H: -1.11 3.57 0.49  0.050
H: -2.05 2.18 0.99  0.045
H: -3.11 4.50 -0.74  0.053
H: -3.58 4.11 0.90  0.070
H: -4.03 3.03 -0.42  0.062
H: -3.03 3.82 -2.71  0.062
H: -3.94 5.70 -3.98  0.104
H: -2.57 6.78 -5.75  0.100
H: -0.27 5.95 -6.18  0.102
H: 0.64 4.07 -4.89  0.104
O: 0.68 2.26 1.12  -0.143
H: 0.74 2.21 2.09  -0.015
H: 1.57 2.46 0.80  0.026
Cl: 0.01 -3.95 0.83  0.609
C: 1.06 -5.22 0.18  -0.994
Cl: 0.85 -5.45 -1.56  0.533
H: 0.80 -6.15 0.67  0.021
H: 2.08 -4.93 0.37  0.021
C: 6.28 -3.14 0.84  -0.024
C: 6.12 -1.73 1.38  -0.638
C: 6.25 -0.71 0.26  -0.024
C: 7.16 -1.45 2.46  -0.015
O: 4.81 -1.68 1.96  -0.157
Si: 3.72 -0.58 2.46  -0.097
S: 2.14 -0.75 1.06  0.500
O: 3.21 -0.98 3.96  -0.166
C: 2.96 -2.23 4.62  -0.635
C: 2.38 -1.86 5.98  -0.025
C: 4.27 -2.98 4.81  -0.024
C: 1.97 -3.04 3.81  -0.050
O: 4.34 0.93 2.53  -0.147
C: 4.73 1.88 3.54  -0.632
C: 5.38 1.19 4.74  -0.018
C: 3.48 2.62 3.99  -0.023
C: 5.71 2.82 2.87  -0.022
H: 7.26 -3.27 0.38  0.090
H: 5.51 -3.34 0.09  0.088
H: 6.17 -3.87 1.65  0.085
H: 7.23 -0.78 -0.21  0.094
H: 6.12 0.30 0.65  0.074
H: 5.48 -0.89 -0.50  0.074
H: 8.17 -1.52 2.06  0.092
H: 7.06 -2.17 3.28  0.088
H: 7.02 -0.45 2.86  0.063
H: 3.14 -1.38 6.60  0.087
H: 2.01 -2.74 6.49  0.092
H: 1.56 -1.15 5.83  0.059
H: 5.02 -2.33 5.28  0.089
H: 4.66 -3.32 3.84  0.073
H: 4.12 -3.85 5.45  0.091
H: 1.02 -2.51 3.71  0.074
H: 1.79 -4.01 4.29  0.095
H: 2.35 -3.22 2.80  0.054
H: 4.70 0.46 5.19  0.074
H: 5.63 1.94 5.50  0.092
H: 6.30 0.68 4.45  0.074
H: 2.75 1.91 4.37  0.062
H: 3.04 3.18 3.16  0.083
H: 3.72 3.33 4.79  0.092
H: 6.60 2.27 2.55  0.086
H: 6.02 3.60 3.56  0.092
H: 5.25 3.28 2.00  0.080

---

[3]
Entry from the Open Molecules 2025 dataset: a structure of composition C29H78N7O10Ti2 at a distorted geometry (ωB97M-V/def2-TZVPD).

Output
Spin multiplicity = 7
Charge = +1
E_HOMO (spin up / spin down) = -8.124 / -10.821 eV
HOMO-LUMO gap (spin up / spin down) = 5.9 / 8.1 eV

Each line ends with the Löwdin charge.
Positions of all 126 atoms, in Å:
Ti: -20.68 -19.07 -3.57  0.631
Ti: -17.09 -20.14 -2.71  0.799
O: -17.76 -16.46 -4.57  0.103
C: -17.59 -17.70 -4.06  -0.784
O: -16.56 -18.34 -4.36  -0.068
O: -18.48 -18.16 -3.30  -0.192
H: -16.89 -16.22 -4.91  0.063
C: -13.36 -17.21 -5.25  -0.059
C: -13.59 -17.01 -6.71  -0.413
C: -13.19 -18.18 -7.70  -0.124
O: -13.46 -19.50 -7.12  -0.250
C: -13.39 -20.64 -8.01  -0.077
N: -14.94 -16.59 -7.01  0.041
H: -13.63 -16.35 -4.63  0.073
H: -12.28 -17.23 -5.10  0.090
H: -13.80 -18.14 -4.89  0.074
H: -12.92 -16.17 -6.90  0.132
H: -12.12 -18.07 -7.87  0.121
H: -13.80 -18.15 -8.60  0.114
H: -13.69 -21.46 -7.36  0.097
H: -12.38 -20.56 -8.42  0.092
H: -14.13 -20.55 -8.81  0.064
H: -15.55 -17.30 -6.62  0.060
H: -15.10 -16.67 -8.00  0.083
C: -17.48 -20.65 -8.86  -0.027
C: -17.71 -19.87 -7.54  -0.395
C: -19.09 -19.94 -6.83  -0.134
O: -20.00 -19.15 -7.66  -0.228
C: -21.33 -19.57 -7.38  -0.096
N: -16.59 -20.16 -6.65  0.063
H: -16.44 -20.61 -9.21  0.060
H: -18.06 -20.28 -9.71  0.073
H: -17.80 -21.69 -8.82  0.080
H: -17.55 -18.81 -7.73  0.111
H: -19.06 -19.51 -5.82  0.080
H: -19.27 -21.00 -6.68  0.133
H: -21.53 -19.39 -6.32  0.034
H: -21.58 -20.59 -7.66  0.099
H: -22.11 -19.02 -7.91  0.092
H: -15.76 -19.88 -7.15  0.036
H: -16.69 -19.41 -5.98  0.011
C: -20.13 -16.66 -0.42  -0.018
C: -20.48 -18.21 -0.31  -0.387
C: -20.88 -18.58 1.16  -0.158
O: -21.09 -20.02 1.25  -0.214
C: -21.88 -20.31 2.42  -0.089
N: -21.55 -18.51 -1.26  0.001
H: -21.05 -16.11 -0.25  0.084
H: -19.78 -16.41 -1.42  0.061
H: -19.30 -16.44 0.24  0.067
H: -19.64 -18.84 -0.61  0.106
H: -21.83 -18.10 1.41  0.126
H: -20.02 -18.39 1.81  0.121
H: -22.07 -21.37 2.60  0.091
H: -22.85 -19.84 2.28  0.083
H: -21.42 -19.87 3.30  0.087
H: -21.83 -19.44 -0.98  0.073
H: -22.36 -17.94 -1.07  0.094
C: -18.88 -16.15 -7.66  -0.066
C: -20.14 -16.25 -8.54  -0.417
C: -20.51 -14.89 -9.21  -0.151
O: -20.74 -13.91 -8.16  -0.214
C: -20.53 -12.57 -8.58  -0.105
N: -19.73 -17.18 -9.57  0.049
H: -18.96 -15.25 -7.05  0.066
H: -17.96 -16.06 -8.23  0.084
H: -18.75 -16.93 -6.91  0.042
H: -20.97 -16.61 -7.93  0.110
H: -21.48 -15.01 -9.69  0.119
H: -19.84 -14.57 -10.01  0.128
H: -20.62 -11.88 -7.73  0.086
H: -21.19 -12.15 -9.34  0.087
H: -19.49 -12.47 -8.91  0.071
H: -20.52 -17.24 -10.20  0.076
H: -19.76 -18.04 -9.06  0.033
C: -21.83 -14.98 -4.80  -0.031
C: -22.17 -16.46 -4.61  -0.372
C: -23.41 -16.94 -5.45  -0.169
O: -24.53 -16.59 -4.64  -0.176
C: -25.71 -17.05 -5.22  -0.115
N: -20.93 -17.19 -4.89  -0.010
H: -22.08 -14.69 -5.82  0.076
H: -20.79 -14.72 -4.62  0.086
H: -22.50 -14.30 -4.27  0.088
H: -22.33 -16.63 -3.54  0.119
H: -23.42 -18.03 -5.38  0.103
H: -23.36 -16.74 -6.52  0.130
H: -25.78 -18.13 -5.35  0.091
H: -25.88 -16.54 -6.16  0.093
H: -26.52 -16.73 -4.56  0.094
H: -20.22 -16.74 -4.34  0.052
H: -20.66 -16.93 -5.83  0.066
C: -14.00 -12.74 -5.47  -0.065
C: -15.45 -13.04 -5.68  -0.404
C: -15.94 -12.76 -7.14  -0.177
O: -15.62 -11.42 -7.53  -0.199
C: -15.92 -11.07 -8.86  -0.104
N: -15.66 -14.44 -5.31  0.040
H: -13.56 -13.16 -4.56  0.077
H: -13.88 -11.66 -5.33  0.081
H: -13.46 -13.08 -6.35  0.084
H: -16.06 -12.39 -5.05  0.138
H: -17.03 -12.89 -7.15  0.112
H: -15.51 -13.38 -7.92  0.118
H: -15.46 -11.83 -9.50  0.081
H: -15.69 -10.03 -9.08  0.098
H: -16.96 -11.32 -9.10  0.067
H: -15.15 -15.17 -5.78  0.008
H: -16.58 -14.59 -5.69  0.042
C: -16.68 -17.67 0.87  -0.047
C: -16.23 -18.10 -0.50  -0.443
C: -15.02 -17.24 -0.94  -0.168
O: -15.21 -15.86 -0.86  -0.169
C: -16.16 -15.29 -1.69  -0.088
N: -16.00 -19.54 -0.54  -0.004
H: -15.91 -17.82 1.63  0.094
H: -17.53 -18.18 1.33  0.073
H: -16.84 -16.60 0.86  0.086
H: -17.08 -17.97 -1.17  0.087
H: -14.67 -17.51 -1.94  0.122
H: -14.16 -17.46 -0.31  0.137
H: -17.07 -15.89 -1.67  0.068
H: -15.78 -15.32 -2.71  0.073
H: -16.41 -14.26 -1.40  0.106
H: -15.19 -19.65 0.04  0.100
H: -16.76 -20.06 -0.12  0.069